Here is a structure of composition C20H29CeN2 from the OMol25 dataset. Energies are from the ωB97M-V functional and the def2-TZVPD basis.

Results
net charge = +2
⟨S²⟩ = 0.755
LUMO energy (alpha / beta) = -7.3423 / -7.5843 eV
calculated total energy = -37102.699 eV
HOMO (alpha / beta) = -14.7 / -14.6 eV
multiplicity = 2

CARTESIAN COORDINATES (ANGSTROEM)
C 0.959 -1.757 -1.729
H 1.361 -2.754 -1.812
H 0.050 -1.714 -2.366
H 0.543 -1.814 -0.310
C 2.034 -0.732 -2.089
H 1.628 0.279 -2.318
H 2.752 -0.617 -1.258
C 2.812 -1.203 -3.347
H 3.591 -0.480 -3.617
H 3.281 -2.170 -3.163
H 2.128 -1.303 -4.196
C -1.931 1.359 0.102
C -1.320 1.904 -1.077
C -1.486 0.951 -2.142
C -2.180 -0.192 -1.611
C -2.461 0.067 -0.223
C -3.287 -0.787 0.676
C -2.648 -1.368 -2.400
C -1.064 1.106 -3.564
C -0.644 3.232 -1.171
C -2.028 2.020 1.437
Ce 0.094 -0.134 -0.468
H -3.044 -2.151 -1.745
H -3.453 -1.074 -3.091
H -1.851 -1.811 -3.011
H -3.414 -1.793 0.262
H -2.839 -0.888 1.674
H -4.292 -0.355 0.812
H -1.254 2.788 1.563
H -3.004 2.511 1.571
H -1.915 1.299 2.258
H 0.043 3.276 -2.025
H -1.378 4.042 -1.299
H -0.071 3.461 -0.262
H -0.535 0.217 -3.942
H -1.940 1.252 -4.215
H -0.404 1.971 -3.696
N 0.144 -1.431 3.963
C -0.431 -1.399 2.752
N 0.326 -0.674 1.903
C 1.424 -0.187 2.637
C 2.571 0.474 2.181
C 3.639 0.574 3.090
C 3.541 0.058 4.394
C 2.368 -0.581 4.838
C 1.325 -0.673 3.934
H -0.220 -1.930 4.773
H -1.332 -1.949 2.487
H 2.601 0.866 1.154
H 4.565 1.062 2.780
H 4.393 0.157 5.067
H 2.251 -1.005 5.835